Here is 11 unconnected molecules or ions with the total composition C21H64O11 in a non-equilibrium geometry from the Open Molecules 2025 dataset. Energies are from ωB97M-V/def2-TZVPD.

```
96
C21H64O11 ωB97M-V/def2-TZVPD
C -3.4293 -0.1575 -5.7548
C -3.1427 -1.1470 -4.6462
C -1.7234 -0.9002 -4.1901
O -4.0271 -0.8452 -3.5358
H -2.7874 -0.3158 -6.6200
H -3.2960 0.8421 -5.4136
H -4.4643 -0.2810 -6.0772
H -3.2770 -2.2124 -4.9550
H -1.0438 -1.2434 -4.9355
H -1.4756 -1.4571 -3.2746
H -1.5770 0.1318 -3.9961
H -4.8805 -1.2182 -3.7735
C 0.7340 2.1049 4.3050
C 0.7149 2.9898 3.0936
C 2.0873 3.5419 2.8216
O 0.2222 2.3994 1.8833
H -0.2221 1.7063 4.7046
H 1.1435 2.8022 5.0431
H 1.4710 1.3139 4.1891
H 0.0628 3.8723 3.1944
H 2.0714 4.1185 1.8907
H 2.8097 2.7093 2.5695
H 2.4719 4.1777 3.6078
H 0.7640 1.6248 1.5548
C 1.6491 1.4647 -3.8444
C 2.0715 1.0724 -5.2200
C 2.9774 -0.1317 -5.1980
O 0.9552 0.8459 -6.0787
H 2.5358 1.7377 -3.2629
H 1.2087 0.6849 -3.2268
H 1.0095 2.3388 -3.8812
H 2.6086 1.9430 -5.6323
H 2.4228 -0.9644 -4.7530
H 3.8498 0.0326 -4.5900
H 3.2977 -0.4546 -6.2123
H 1.0299 1.3315 -6.9259
C 3.8970 -0.1133 2.7392
C 4.5177 -1.4043 3.3486
C 4.7286 -2.5456 2.3716
O 5.8259 -1.0141 3.8376
H 2.8755 -0.2991 2.4294
H 4.5066 0.2064 1.9038
H 3.9444 0.6641 3.5396
H 3.9487 -1.7653 4.1857
H 3.7554 -2.9024 2.0139
H 5.2687 -3.3718 2.8609
H 5.3331 -2.2128 1.5061
H 6.2350 -1.7837 4.2433
C -4.5177 -0.3697 3.8303
C -3.0040 -0.4671 3.5509
C -2.4312 0.6938 2.7917
O -2.3463 -0.6554 4.8065
H -5.0653 -0.0093 2.9537
H -4.6705 0.3499 4.6441
H -4.8891 -1.3610 4.0950
H -2.7296 -1.3070 2.9221
H -1.3571 0.4732 2.6442
H -2.6228 1.6657 3.3145
H -2.8419 0.6955 1.7702
H -1.6283 -1.2945 4.6416
C 2.4996 -2.4851 -1.3092
O 2.8105 -1.0800 -1.0465
H 2.5455 -3.1328 -0.4226
H 1.4841 -2.4529 -1.6512
H 3.1168 -2.8306 -2.0975
H 3.6968 -0.9117 -0.7467
C -3.2965 -2.7478 0.2859
O -3.3790 -3.1907 1.6466
H -3.0715 -1.6843 0.2331
H -2.4929 -3.2792 -0.1825
H -4.2152 -2.8740 -0.3158
H -4.1350 -2.7752 2.0404
C -3.1259 1.8968 -1.1801
O -3.2945 0.5057 -1.2028
H -2.1957 2.1598 -1.6959
H -4.0024 2.3609 -1.6535
H -3.0601 2.2397 -0.1274
H -3.7371 0.2299 -2.0434
C 0.6360 3.6628 -1.0513
O -0.4980 3.8274 -0.2473
H 1.5464 3.5335 -0.4895
H 0.5337 2.8724 -1.8089
H 0.7925 4.5850 -1.6409
H -0.2912 3.2499 0.5402
C -0.2797 0.1099 -0.1675
O 0.8897 0.0729 0.6975
H -0.5825 1.1736 -0.3336
H -0.0373 -0.3072 -1.1346
H -1.0978 -0.4651 0.2872
H 1.6505 -0.2284 0.1911
C 0.1596 -2.9952 2.6611
O -0.8997 -2.9636 3.6315
H 0.4868 -2.0746 2.1480
H 0.9737 -3.3817 3.3042
H 0.0648 -3.7974 1.9218
H -1.7501 -3.1523 3.1561
```

structure (SMILES) = CC(C)O.CC(C)O.CC(C)O.CC(C)O.CC(C)O.CO.CO.CO.CO.CO.CO
orbital gap = 9.71 eV
molecular weight = 492.73 g mol⁻¹
energy relative to the best compared isomer or geometry (same formula, charge and spin) = 2.8033 eV
E_HOMO = -9.35 eV
LUMO energy = 0.36 eV